(1)
A cluster of 10 separate species, C74H64F16O14S4 in total at a distorted geometry, computed with ωB97M-V/def2-TZVPD.

Calculated values
lowest unoccupied orbital energy	-1.062	eV
DFT total energy	-7102.1821	Ha

Cartesian coordinates (Å):
C (4.734, -0.741, -4.270)
C (4.728, 0.005, -2.932)
C (4.044, 1.403, -3.023)
F (2.715, 1.268, -2.830)
F (4.563, 2.249, -2.127)
F (4.360, -0.754, -1.897)
F (6.056, 0.312, -2.707)
O (5.075, 0.084, -5.372)
C (5.012, -0.559, -6.628)
C (5.720, 0.305, -7.687)
F (5.889, -0.407, -8.818)
F (4.956, 1.404, -7.900)
F (5.605, -1.786, -6.540)
F (3.699, -0.796, -6.889)
H (3.736, -1.162, -4.421)
H (5.445, -1.562, -4.208)
H (4.213, 1.732, -4.049)
H (6.702, 0.630, -7.329)
C (5.575, 0.046, 1.111)
C (4.205, 0.543, 1.564)
C (3.869, 0.245, 3.021)
F (2.591, 0.522, 3.368)
F (4.195, -1.052, 3.360)
F (4.161, 1.897, 1.448)
F (3.341, -0.046, 0.704)
O (6.604, 0.595, 1.944)
C (7.339, 1.666, 1.475)
C (8.047, 2.268, 2.683)
F (9.136, 3.048, 2.421)
F (7.292, 2.818, 3.673)
F (8.256, 1.210, 0.611)
F (6.554, 2.558, 0.838)
H (5.742, 0.391, 0.092)
H (5.596, -1.039, 1.157)
H (4.511, 0.818, 3.707)
H (8.513, 1.434, 3.228)
C (-1.151, -2.736, -4.554)
S (0.160, -3.122, -5.754)
O (-0.187, -4.491, -6.316)
C (-0.294, -1.971, -7.100)
H (-1.064, -3.572, -3.855)
H (-2.142, -2.887, -4.985)
H (-1.041, -1.784, -4.037)
H (0.071, -2.370, -8.044)
H (0.064, -0.974, -6.859)
H (-1.376, -2.062, -7.204)
C (0.279, 1.057, -0.115)
S (-0.542, -0.366, -0.902)
O (-0.854, -0.021, -2.340)
C (0.923, -1.404, -0.955)
H (0.736, 0.860, 0.855)
H (-0.477, 1.794, 0.171)
H (0.922, 1.428, -0.914)
H (1.605, -0.905, -1.653)
H (0.797, -2.440, -1.264)
H (1.509, -1.396, -0.033)
C (-4.352, 4.883, 1.526)
S (-2.998, 3.817, 0.944)
O (-1.770, 4.221, 1.714)
C (-3.531, 2.340, 1.873)
H (-5.273, 4.687, 0.973)
H (-4.150, 5.915, 1.227)
H (-4.378, 4.862, 2.613)
H (-3.844, 2.686, 2.855)
H (-2.664, 1.685, 1.914)
H (-4.369, 1.873, 1.353)
C (-0.734, 5.159, -2.226)
S (-1.259, 4.373, -3.783)
O (-2.524, 3.624, -3.464)
C (0.044, 3.078, -3.848)
H (0.312, 5.439, -2.355)
H (-0.878, 4.407, -1.446)
H (-1.310, 6.012, -1.874)
H (-0.470, 2.264, -4.357)
H (0.192, 2.704, -2.834)
H (0.947, 3.472, -4.301)
C (1.665, -7.136, -5.152)
C (2.485, -8.239, -4.919)
C (2.549, -8.764, -3.650)
C (2.035, -8.043, -2.547)
C (1.381, -6.842, -2.791)
C (1.184, -6.396, -4.106)
C (0.830, -5.984, -1.703)
O (0.306, -4.919, -1.963)
C (0.941, -6.480, -0.288)
C (0.397, -5.758, 0.766)
C (0.510, -6.244, 2.060)
C (1.073, -7.502, 2.253)
C (1.524, -8.268, 1.220)
C (1.488, -7.754, -0.095)
C (2.207, -8.542, -1.172)
O (2.800, -9.555, -0.887)
H (1.333, -6.874, -6.149)
H (2.814, -8.848, -5.752)
H (3.116, -9.629, -3.327)
H (0.729, -5.434, -4.266)
H (-0.158, -4.854, 0.553)
H (0.014, -5.691, 2.846)
H (1.219, -7.964, 3.224)
H (1.960, -9.246, 1.366)
C (-3.952, -2.333, 0.819)
C (-5.043, -1.758, 1.451)
C (-4.780, -0.961, 2.563)
C (-3.502, -0.852, 3.130)
C (-2.415, -1.458, 2.477)
C (-2.686, -2.132, 1.291)
C (-1.016, -1.270, 2.986)
O (-0.037, -1.535, 2.323)
C (-0.909, -0.750, 4.365)
C (0.347, -0.681, 4.985)
C (0.506, -0.480, 6.349)
C (-0.633, -0.191, 7.105)
C (-1.874, -0.083, 6.473)
C (-2.005, -0.304, 5.118)
C (-3.359, -0.178, 4.452)
O (-4.287, 0.356, 5.010)
H (-4.090, -2.974, -0.044)
H (-6.051, -1.900, 1.085)
H (-5.672, -0.503, 2.972)
H (-1.909, -2.687, 0.778)
H (1.209, -1.026, 4.427)
H (1.499, -0.640, 6.744)
H (-0.587, 0.085, 8.150)
H (-2.717, 0.211, 7.083)
C (-11.184, 1.649, -0.627)
C (-10.803, 2.990, -0.715)
C (-9.451, 3.291, -0.771)
C (-8.489, 2.310, -0.952)
C (-8.898, 0.981, -0.968)
C (-10.250, 0.638, -0.784)
C (-7.887, -0.110, -1.079)
O (-8.196, -1.263, -0.864)
C (-6.512, 0.289, -1.519)
C (-5.610, -0.695, -1.920)
C (-4.313, -0.312, -2.245)
C (-3.953, 1.032, -2.345)
C (-4.856, 2.034, -1.973)
C (-6.106, 1.627, -1.510)
C (-7.060, 2.705, -1.098)
O (-6.723, 3.870, -1.048)
H (-12.224, 1.354, -0.565)
H (-11.498, 3.809, -0.831)
H (-9.173, 4.335, -0.842)
H (-10.545, -0.393, -0.666)
H (-5.929, -1.728, -1.871)
H (-3.616, -1.079, -2.561)
H (-2.953, 1.364, -2.587)
H (-4.642, 3.084, -2.095)
C (2.403, 4.002, 8.236)
C (1.334, 3.154, 8.029)
C (0.916, 2.851, 6.724)
C (1.645, 3.303, 5.641)
C (2.725, 4.159, 5.827)
C (3.054, 4.535, 7.115)
C (3.540, 4.720, 4.692)
O (4.632, 5.203, 4.822)
C (2.868, 4.683, 3.330)
C (3.476, 5.299, 2.233)
C (2.997, 5.065, 0.942)
C (1.865, 4.300, 0.769)
C (1.273, 3.678, 1.841)
C (1.712, 3.909, 3.136)
C (1.095, 3.120, 4.246)
O (0.083, 2.484, 4.064)
H (2.801, 4.210, 9.219)
H (0.709, 2.670, 8.770)
H (-0.026, 2.347, 6.552)
H (3.831, 5.273, 7.270)
H (4.421, 5.785, 2.443)
H (3.529, 5.485, 0.099)
H (1.466, 4.193, -0.233)
H (0.373, 3.117, 1.634)

***

(2)
A structure of composition C74H80N2O6PRb at a distorted geometry, computed with ωB97M-V/def2-TZVPD.

Calculated values
lowest unoccupied orbital energy	3.644	eV
total charge	-2
DFT total energy	-3794.4332	Ha
energy relative to the best compared isomer or geometry (same formula, charge and spin)	0.00	kJ/mol

Cartesian coordinates (Å):
Rb (0.223, -1.311, 1.581)
C (0.288, 1.264, 3.671)
O (-0.195, 1.142, 2.333)
C (0.210, 2.141, 1.473)
C (-0.770, 2.878, 0.805)
C (-2.225, 2.458, 0.784)
C (-2.597, 1.912, -0.578)
C (-3.413, 2.603, -1.451)
C (-3.768, 2.108, -2.710)
C (-3.225, 0.873, -3.067)
C (-2.398, 0.148, -2.225)
C (-1.785, -1.164, -2.663)
C (-0.344, -0.963, -3.101)
C (-0.105, -0.148, -4.190)
C (1.181, 0.116, -4.650)
C (2.223, -0.436, -3.929)
C (2.043, -1.255, -2.811)
C (3.338, -1.614, -2.094)
C (3.837, -0.416, -1.321)
C (4.895, 0.355, -1.754)
C (5.339, 1.481, -1.050)
C (4.611, 1.825, 0.087)
C (3.526, 1.093, 0.542)
C (2.704, 1.542, 1.731)
C (1.564, 2.444, 1.275)
C (1.882, 3.602, 0.581)
C (0.920, 4.437, 0.024)
C (-0.400, 4.019, 0.101)
C (1.344, 5.756, -0.619)
C (0.146, 6.564, -1.124)
C (2.283, 5.487, -1.803)
C (2.074, 6.605, 0.436)
C (3.159, -0.132, -0.095)
O (2.320, -0.950, 0.402)
C (6.588, 2.229, -1.505)
C (7.801, 1.284, -1.430)
C (6.426, 2.722, -2.952)
C (6.895, 3.448, -0.632)
C (0.734, -1.559, -2.417)
O (0.353, -2.396, -1.405)
C (1.119, -3.535, -1.083)
C (1.388, 1.001, -5.875)
C (2.863, 1.104, -6.273)
C (0.613, 0.416, -7.066)
C (0.869, 2.414, -5.572)
C (-2.078, 0.622, -0.918)
O (-1.403, -0.066, -0.081)
C (-4.763, 2.864, -3.587)
C (-6.112, 2.970, -2.852)
C (-5.024, 2.164, -4.924)
C (-4.257, 4.282, -3.895)
H (1.041, 2.048, 3.752)
H (0.724, 0.316, 3.997)
H (-0.551, 1.513, 4.325)
H (-2.858, 3.320, 1.013)
H (-2.388, 1.683, 1.534)
H (-3.797, 3.572, -1.133)
H (-3.450, 0.445, -4.039)
H (-2.357, -1.571, -3.503)
H (-1.815, -1.873, -1.839)
H (-0.966, 0.301, -4.675)
H (3.247, -0.205, -4.194)
H (4.079, -1.899, -2.846)
H (3.222, -2.434, -1.394)
H (5.395, 0.062, -2.677)
H (4.897, 2.709, 0.652)
H (3.339, 2.086, 2.437)
H (2.313, 0.649, 2.218)
H (2.933, 3.831, 0.444)
H (-1.190, 4.569, -0.397)
H (-0.379, 6.034, -1.921)
H (0.488, 7.523, -1.520)
H (-0.559, 6.763, -0.314)
H (1.759, 4.915, -2.571)
H (3.153, 4.908, -1.490)
H (2.633, 6.427, -2.242)
H (1.415, 6.790, 1.287)
H (2.379, 7.569, 0.017)
H (2.964, 6.094, 0.803)
H (7.659, 0.420, -2.080)
H (7.920, 0.918, -0.408)
H (8.721, 1.799, -1.729)
H (6.262, 1.888, -3.635)
H (7.320, 3.264, -3.282)
H (5.566, 3.391, -3.024)
H (7.065, 3.156, 0.406)
H (6.076, 4.171, -0.662)
H (7.799, 3.942, -0.999)
H (1.652, -3.922, -1.956)
H (0.412, -4.293, -0.740)
H (1.824, -3.326, -0.275)
H (3.282, 0.116, -6.473)
H (3.448, 1.578, -5.483)
H (2.960, 1.708, -7.179)
H (0.947, -0.604, -7.268)
H (0.777, 1.019, -7.965)
H (-0.458, 0.388, -6.865)
H (1.421, 2.841, -4.733)
H (-0.187, 2.393, -5.296)
H (0.990, 3.068, -6.442)
H (-6.510, 1.972, -2.660)
H (-6.838, 3.530, -3.453)
H (-5.994, 3.474, -1.893)
H (-5.416, 1.157, -4.772)
H (-4.113, 2.097, -5.523)
H (-5.764, 2.735, -5.493)
H (-4.098, 4.851, -2.978)
H (-4.985, 4.821, -4.512)
H (-3.309, 4.237, -4.436)
N (-2.755, -2.099, 1.099)
C (-3.874, -2.548, 1.749)
C (-5.114, -2.545, 1.095)
C (-6.235, -3.075, 1.706)
C (-6.144, -3.628, 2.975)
C (-4.922, -3.615, 3.638)
C (-3.786, -3.062, 3.062)
P (-2.126, -2.907, 3.881)
C (-2.436, -1.255, 4.674)
C (-1.730, -0.904, 5.832)
C (-1.933, 0.321, 6.445)
C (-2.818, 1.243, 5.901)
C (-3.492, 0.924, 4.733)
C (-3.306, -0.312, 4.128)
C (-2.432, -4.020, 5.317)
C (-3.165, -3.658, 6.444)
C (-3.324, -4.544, 7.500)
C (-2.756, -5.808, 7.444)
C (-2.037, -6.185, 6.317)
C (-1.880, -5.298, 5.264)
H (-1.961, -1.849, 1.669)
H (-2.836, -1.450, 0.327)
H (-5.171, -2.114, 0.101)
H (-7.186, -3.058, 1.187)
H (-7.020, -4.049, 3.455)
H (-4.862, -4.041, 4.630)
H (-1.016, -1.610, 6.234)
H (-1.382, 0.568, 7.346)
H (-2.968, 2.207, 6.373)
H (-4.177, 1.639, 4.293)
H (-3.870, -0.539, 3.231)
H (-3.611, -2.673, 6.499)
H (-3.897, -4.245, 8.371)
H (-2.865, -6.491, 8.278)
H (-1.585, -7.169, 6.270)
H (-1.301, -5.583, 4.395)
O (0.378, -3.193, 5.248)
C (1.044, -2.877, 4.239)
O (1.480, -1.765, 3.907)
C (1.341, -4.097, 3.361)
C (2.525, -4.851, 3.557)
C (2.686, -6.027, 2.887)
C (1.663, -6.480, 2.018)
C (1.719, -7.698, 1.306)
C (0.684, -8.075, 0.493)
C (-0.451, -7.252, 0.356)
C (-0.533, -6.063, 1.030)
C (0.523, -5.650, 1.875)
N (0.389, -4.476, 2.541)
H (3.284, -4.481, 4.234)
H (3.581, -6.626, 3.013)
H (2.590, -8.335, 1.418)
H (0.734, -9.011, -0.050)
H (-1.266, -7.568, -0.283)
H (-1.393, -5.409, 0.943)